1.
C2H5N3O2 | the ωB97M-V functional and the def2-TZVPD basis

Energy relative to the best compared isomer or geometry (same formula, charge and spin) ... 5.349 eV
Spin multiplicity ... 1
Max |F| ... 1.9 eV/Å
Electronic energy ... -393.8227 hartree

Last column: natural (NBO) charge in e.
CARTESIAN COORDINATES (ANGSTROEM)
O 1.386 -2.508 0.167  -0.2134
O -1.933 0.529 0.258  -0.6160
N 0.895 -1.749 0.898  0.3731
N -0.663 -1.571 0.622  -0.6646
N 0.386 0.516 -0.196  -0.6482
C -0.805 0.178 0.051  0.8119
C 0.674 1.843 -0.711  -0.4117
H 0.248 2.638 -0.090  0.1878
H -1.198 -1.565 1.487  0.4009
H -1.027 -2.275 -0.020  0.3887
H 1.755 1.979 -0.744  0.1996
H 0.283 1.985 -1.723  0.1920

***

2.
C18H30N5OS3Tc | the ωB97M-V functional and the def2-TZVPD basis

Energy relative to the best compared isomer or geometry (same formula, charge and spin) ... 0.000 eV
Spin multiplicity ... 2
Net charge ... +3
Max |F| ... 0.4 eV/Å
Electronic energy ... -2327.3054 hartree
Expectation value of S² ... 0.83

Last column: natural (NBO) charge in e.
CARTESIAN COORDINATES (ANGSTROEM)
Tc 0.277 0.572 -0.283  0.7819
S 1.226 -0.938 0.946  0.3556
S 2.893 3.969 -1.386  0.5162
S -1.224 1.598 1.042  0.0834
O -0.022 -0.582 -1.895  -0.6114
N 0.812 2.516 -1.489  -0.3349
N 3.854 2.037 0.256  -0.7197
N -2.577 -0.491 2.077  -0.3844
N -1.266 0.715 3.575  -0.3614
N 1.706 1.860 -0.672  -0.3679
C -0.511 -1.763 -3.867  -0.7277
C -0.100 1.567 3.841  -0.4190
C -2.042 0.372 4.784  -0.4184
C 1.729 -3.563 1.019  -0.1598
C -0.436 -2.972 0.070  -0.2269
C 1.449 -4.900 0.810  -0.1863
C -1.712 0.473 2.360  0.4314
C 1.398 5.285 -3.834  -0.6115
C -0.704 -4.307 -0.137  -0.1388
C -2.669 -1.727 2.871  -0.4179
C 2.864 2.490 -0.491  0.2907
C 0.514 4.601 -2.792  -0.4709
C 0.368 -0.916 -3.032  0.7159
C -3.479 -0.427 0.919  -0.4174
C 0.790 -2.596 0.639  -0.2696
C 1.256 3.638 -1.932  0.1727
C 1.686 -0.480 -3.551  -0.7357
C 0.239 -5.270 0.232  -0.1271
H 1.847 4.565 -4.518  0.2240
H 0.341 1.241 4.779  0.2479
H -1.774 -1.855 3.473  0.2262
H -2.022 1.246 5.433  0.2487
H -3.073 0.162 4.525  0.2304
H -1.162 -2.214 -0.196  0.2030
H -0.745 -1.222 -4.789  0.2899
H 2.662 -3.258 1.476  0.2438
H 3.782 1.150 0.731  0.4339
H 2.254 0.080 -2.811  0.2268
H -1.643 -4.622 -0.572  0.2366
H 0.069 5.349 -2.128  0.2676
H -3.552 -1.733 3.508  0.2401
H 1.530 0.129 -4.446  0.2884
H -4.368 -1.006 1.159  0.2525
H -1.428 -2.028 -3.350  0.2554
H -3.782 0.596 0.715  0.2404
H 2.165 -5.657 1.100  0.2602
H -0.403 2.610 3.938  0.2386
H 0.799 5.978 -4.420  0.2653
H -3.017 -0.855 0.026  0.2009
H 2.193 5.871 -3.368  0.2207
H 0.640 1.467 3.053  0.2109
H -0.311 4.057 -3.255  0.2552
H 0.018 -6.317 0.073  0.2551
H -1.601 -0.470 5.314  0.2351
H -2.742 -2.559 2.172  0.2334
H 0.030 -2.660 -4.176  0.2854
H 4.718 2.550 0.354  0.4512
H 2.254 -1.353 -3.879  0.2911

***

3.
C35H37F6N5O7P2ReS4 | the ωB97M-V functional and the def2-TZVPD basis

Energy relative to the best compared isomer or geometry (same formula, charge and spin) ... 0.000 eV
Spin multiplicity ... 2
Net charge ... +2
Max |F| ... 3.0 eV/Å
Electronic energy ... -5108.5684 hartree
Expectation value of S² ... 0.75

Last column: Mulliken charge in e.
CARTESIAN COORDINATES (ANGSTROEM)
Re 1.667 -0.925 -0.612  0.9733
S -0.746 3.773 -3.543  0.3267
S 1.568 -4.209 0.214  0.8789
S 2.146 -3.317 -2.221  1.2476
S 1.710 -0.701 2.361  -0.4573
P -1.579 0.508 1.168  0.3338
P -0.722 -0.567 -1.321  1.3573
F 2.914 -4.394 2.417  -0.2084
F 3.869 -3.179 0.916  -0.1885
F 3.302 -4.921 -3.927  -0.1579
F 2.484 -3.084 -4.737  -0.1691
F 1.158 -4.697 -4.158  -0.1756
F 3.895 -5.334 0.728  -0.2032
O 4.304 0.112 0.045  -0.8538
O 3.354 -2.619 -1.872  -0.6552
O 0.686 -5.104 0.859  -0.5764
O 1.210 -2.755 0.355  -0.3535
O 0.984 -2.401 -2.351  -0.7739
O 3.295 -0.622 -0.134  0.2883
O 3.042 2.966 -1.803  -0.6519
N 4.273 0.130 2.847  0.1224
N 1.847 0.968 -1.331  -1.2174
N -1.399 0.811 -0.543  0.8906
N 3.307 -0.952 4.483  0.1868
N 1.840 -4.548 -1.297  -0.5006
C -3.243 1.110 1.599  0.5215
C -0.855 -0.231 -3.117  1.0308
C -0.040 0.731 -3.732  -0.7087
C -3.493 2.444 1.936  -0.0966
C -1.866 3.208 -1.116  -1.3429
C 5.352 0.016 3.838  -0.6303
C -1.696 -0.837 -5.303  -0.9088
C 4.621 -0.603 5.037  -0.5984
C -4.093 -3.687 -0.847  -0.8526
C -0.684 1.809 3.398  -1.0374
C -1.739 -3.211 -0.890  -0.9029
C -2.285 1.746 -1.268  -1.0588
C -0.525 1.732 2.014  0.7388
C -1.994 -1.858 -1.072  0.9837
C 1.099 3.507 2.121  -1.0881
C 0.018 2.754 4.130  -0.8104
C -0.530 3.507 -1.786  1.0314
C 0.904 3.612 3.488  -0.7673
C -5.559 0.582 2.034  -0.7885
C -3.322 -1.434 -1.176  -0.7890
C -1.673 -1.021 -3.921  -0.8490
C 0.403 2.552 1.387  0.7688
C -0.897 0.122 -5.900  -0.7743
C -4.282 0.181 1.663  -0.3070
C -2.780 -4.119 -0.759  -0.7566
C 2.277 -1.546 5.316  -0.9673
C -4.773 2.840 2.296  -0.8605
C 0.825 4.462 -4.014  -0.7947
C -0.068 0.912 -5.111  -1.2368
C 2.299 -4.084 -3.894  0.5311
C 3.190 -4.304 1.130  0.7312
C -5.804 1.911 2.349  -0.5930
C 2.519 1.933 -1.539  1.3221
C -4.361 -2.343 -1.073  -0.7963
C 3.171 -0.502 3.237  0.6258
H -4.085 -0.861 1.443  0.5334
H -0.736 -3.579 -0.870  0.6581
H -0.128 2.821 5.202  0.5176
H 0.791 4.625 -5.090  0.4294
H 5.764 0.997 4.057  0.3462
H -2.278 1.474 -2.324  1.2645
H 0.574 1.654 -5.575  0.5603
H -2.337 -1.461 -5.912  0.4868
H -2.657 3.832 -1.543  0.6133
H 1.631 3.773 -3.745  0.2472
H 0.587 2.436 0.327  0.0789
H -2.295 -1.790 -3.487  0.5005
H 0.963 5.416 -3.497  0.4062
H 0.643 1.309 -3.133  0.9582
H -2.554 -5.165 -0.593  0.4909
H 0.151 2.656 -1.671  -1.7904
H -1.369 1.131 3.898  0.5345
H -0.046 4.401 -1.384  0.9681
H 4.445 0.392 1.893  0.0914
H 1.797 4.169 1.620  0.5040
H 2.610 -2.513 5.692  0.3072
H 1.453 4.350 4.060  0.4337
H -4.963 3.877 2.547  0.4500
H -3.307 1.652 -0.898  0.5911
H -1.787 3.464 -0.060  -0.1756
H -6.797 2.222 2.649  0.4175
H -4.909 -4.394 -0.752  0.4332
H 5.117 -1.494 5.419  0.3597
H -2.691 3.170 1.930  0.2643
H 2.061 -0.896 6.166  0.3160
H -3.554 -0.394 -1.359  0.3623
H 4.500 0.101 5.861  0.3354
H 6.153 -0.619 3.463  0.3236
H -0.903 0.242 -6.976  0.4637
H -5.382 -1.997 -1.180  0.5059
H -6.359 -0.147 2.094  0.4596
H 1.370 -1.682 4.733  0.3211